Entry from the OMol25 dataset: the ion C3H7OS with charge -1 at a distorted geometry (the ωB97M-V functional and the def2-TZVPD basis).

The value obtained for the LUMO energy is 3.4 eV. As for the SMILES: [O-]CCCS. The calculation puts the energy above the lowest of the compared OMol25 structures with the same formula, charge and spin at 57.6 kcal per mole. As for the net charge: -1. The value obtained for the gap between HOMO and LUMO is 5.657 eV. As for the total energy: -591.87651 Ha.

Cartesian coordinates (Å):
O 0.4439 1.9730 0.5288
C 0.7821 1.2321 -0.5856
C 0.5798 -0.2717 -0.4397
C -0.7767 -0.5216 0.1755
S -0.9741 -2.2370 1.0212
H 0.0724 1.5456 -1.3875
H 1.8441 1.4396 -0.8267
H 1.2285 -0.4939 0.4285
H 1.2210 -0.6349 -1.2623
H -0.6189 0.0453 1.0975
H -1.6961 -0.2999 -0.3679
H -2.1060 -1.7766 1.6183